# 1
Here is the molecule C5H11NO at a distorted geometry from the Open Molecules 2025 dataset. Energies are from wB97M-V/def2-TZVPD.

Summary:
DFT total energy: -327.1136 a.u.
HOMO-LUMO gap: 0.3854 Ha
HOMO energy: -9.6 eV
LUMO level: 0.849 eV
SMILES string: CNC(=O)C(C)C
Energy above the lowest of the compared OMol25 structures with the same formula, charge and spin: 0.483 eV
F_max: 1.6 eV Å⁻¹

Each line ends with the natural charge from an NBO analysis.
Cartesian coordinates (Å):
C (2.82782, 0.48505, -0.22492)  -0.4205
N (1.40680, 0.23131, -0.42835)  -0.6200
C (0.46032, -0.13369, 0.46484)  0.6880
O (0.60707, -0.35337, 1.65443)  -0.6344
C (-0.93143, -0.17442, -0.25535)  -0.3022
C (-1.58674, -1.50507, 0.06668)  -0.6083
C (-1.67726, 1.05903, 0.24651)  -0.6043
H (3.11992, 1.48506, -0.57132)  0.2003
H (3.46511, -0.24625, -0.73783)  0.1990
H (3.05022, 0.42782, 0.84528)  0.2347
H (0.90075, 0.22023, -1.29645)  0.3950
H (-0.89597, -0.08916, -1.36324)  0.1847
H (-1.48610, -1.67270, 1.13996)  0.2311
H (-1.07413, -2.32058, -0.46009)  0.2082
H (-2.64283, -1.52461, -0.21812)  0.2066
H (-2.71783, 1.08564, -0.09130)  0.2087
H (-1.64589, 1.05392, 1.33759)  0.2250
H (-1.17981, 1.97178, -0.10833)  0.2083

Atoms 1-3, force components in eV/Å:
C -0.010 -0.025 0.053
N -0.183 -0.113 0.038
C -0.294 -0.039 -0.074

---

# 2
Here is a structure of composition C30H26N7Ni from the Open Molecules 2025 dataset. Energies are from wB97M-V/def2-TZVPD.

Summary:
DFT total energy: -3050.2811 a.u.
HOMO-LUMO gap (alpha / beta): 0.2196 / 0.2180 Ha
HOMO energy (alpha / beta): -9.3 / -9.2 eV
2S+1: 3
LUMO level (alpha / beta): -3.278 / -3.257 eV
Charge: +1
F_max: 0.6 eV Å⁻¹

Each line ends with the Mulliken spin population.
Cartesian coordinates (Å):
Ni (-0.05500, 0.12659, 0.09318)  1.6852
C (-4.82873, 1.10567, 4.81241)  -0.0004
C (-3.53699, 0.75690, 4.12393)  0.0077
C (-2.30623, 1.24057, 4.56021)  -0.0027
C (-1.14688, 0.93378, 3.88368)  0.0095
C (-1.12208, 0.10593, 2.74051)  -0.0002
N (0.06368, -0.11238, 2.04819)  0.0961
C (1.23950, -0.29853, 2.75891)  0.0459
C (1.26198, -1.08589, 3.92750)  0.0164
C (2.41291, -1.31798, 4.64594)  0.0011
C (3.63891, -0.80754, 4.22496)  0.0012
C (4.91920, -1.07056, 4.96942)  0.0000
C (3.64782, -0.07053, 3.05470)  -0.0020
C (2.48593, 0.20010, 2.33417)  -0.0110
N (2.60988, 1.02162, 1.17718)  -0.0015
C (3.53779, 1.98315, 0.98001)  0.0041
C (3.39483, 2.45315, -0.30542)  0.0026
C (2.33311, 1.71944, -0.83151)  0.0021
N (1.86874, 0.85381, 0.06817)  0.0297
C (-2.37674, -0.37163, 2.30193)  -0.0080
C (-3.54218, -0.03108, 2.98731)  -0.0060
N (-2.50601, -1.22016, 1.16490)  -0.0036
C (-3.53423, -2.05431, 0.88352)  0.0014
C (-3.28967, -2.62731, -0.34118)  0.0047
C (-2.07301, -2.08012, -0.75171)  -0.0014
N (-1.60266, -1.24840, 0.17097)  0.0298
H (-4.65173, 1.50583, 5.80906)  0.0001
H (-5.47100, 0.22956, 4.90401)  0.0003
H (-5.37599, 1.85727, 4.23897)  0.0006
H (-2.26006, 1.88238, 5.43244)  0.0000
H (-0.20831, 1.34740, 4.22555)  -0.0003
H (0.32982, -1.52678, 4.25283)  0.0001
H (2.36588, -1.93047, 5.53870)  0.0001
H (4.72202, -1.40122, 5.98768)  0.0000
H (5.53411, -0.17126, 5.01163)  0.0001
H (5.50866, -1.84558, 4.47442)  0.0001
H (4.59928, 0.28471, 2.67792)  -0.0003
H (4.21439, 2.28994, 1.75660)  -0.0002
H (3.97049, 3.22354, -0.78729)  0.0003
H (1.90341, 1.78178, -1.81753)  -0.0006
H (-4.49886, -0.37737, 2.61760)  -0.0002
H (-4.35454, -2.21769, 1.55728)  -0.0004
H (-3.89841, -3.35026, -0.85474)  0.0006
H (-1.51549, -2.28276, -1.64992)  0.0009
C (0.44506, -0.50063, -4.18853)  0.0025
C (-0.28682, 0.54666, -4.72532)  -0.0029
C (-0.96412, 1.40668, -3.87583)  0.0013
C (-0.90299, 1.19115, -2.50455)  0.0003
N (-0.19079, 0.17718, -1.99672)  0.0418
C (0.46987, -0.64146, -2.81218)  0.0015
C (-1.56388, 2.06929, -1.50848)  0.0074
C (-2.47505, 3.05677, -1.85453)  0.0021
C (-3.00470, 3.86581, -0.86126)  -0.0028
C (-2.61686, 3.66068, 0.45212)  0.0038
C (-1.72341, 2.63718, 0.72150)  -0.0070
N (-1.21103, 1.86389, -0.22981)  0.0445
H (0.98909, -1.19043, -4.81739)  0.0003
H (-0.32289, 0.69954, -5.79542)  -0.0002
H (-1.51696, 2.24003, -4.28264)  0.0000
H (1.03940, -1.43382, -2.34018)  0.0012
H (-2.78347, 3.19080, -2.88079)  0.0000
H (-3.70992, 4.64680, -1.11138)  -0.0001
H (-3.00131, 4.26925, 1.25755)  0.0001
H (-1.41524, 2.42388, 1.73866)  0.0045

Atoms 1-3, force components in eV/Å:
Ni -0.090 -0.097 0.395
C 0.030 0.015 -0.077
C -0.037 -0.018 -0.039

---

# 3
Here is a structure of composition C7H18BrFeI2OP2 at a distorted geometry from the Open Molecules 2025 dataset. Energies are from wB97M-V/def2-TZVPD.

Summary:
DFT total energy: -5467.6758 a.u.
HOMO-LUMO gap (alpha / beta): 0.2030 / 0.2283 Ha
HOMO energy (alpha / beta): -15.4 / -16.1 eV
2S+1: 6
LUMO level (alpha / beta): -9.855 / -9.924 eV
Energy above the lowest of the compared OMol25 structures with the same formula, charge and spin: 8.679 eV
Charge: +2
F_max: 13.3 eV Å⁻¹

Each line ends with the Mulliken spin population.
Cartesian coordinates (Å):
I (-2.67643, -0.00289, -0.16025)  0.3765
I (2.95474, 0.20299, 0.36027)  0.8386
Fe (-0.14740, 0.14218, -0.14744)  3.6852
P (-0.06012, -2.50707, -0.37444)  -0.2722
C (-0.23586, -3.36055, 1.35472)  0.0033
C (-1.28079, -3.03947, -1.31279)  -0.0461
H (-1.05563, -4.09914, -1.52856)  -0.0281
H (1.39378, -4.10280, -1.21964)  -0.0048
H (-1.27666, -2.45778, -2.24247)  -0.0010
H (1.78197, -2.47346, -1.86614)  -0.0018
H (-1.13610, -2.99574, 1.81800)  -0.0039
H (-2.25510, -2.94261, -0.82740)  0.0041
C (1.54634, -3.04646, -0.95515)  -0.0160
H (-0.14674, -4.37008, 1.18546)  0.0110
H (2.39708, -2.95899, -0.26421)  -0.0002
H (0.63658, -3.04744, 2.06222)  0.0013
P (0.00743, 2.33948, -0.22610)  0.0544
C (-0.20095, 3.27238, 1.34053)  0.0149
C (1.52585, 3.06135, -0.96758)  0.0295
H (-1.30147, 2.43699, -2.24490)  0.0005
H (-1.08220, 4.08225, -1.55046)  0.0036
H (-2.27409, 2.92978, -0.83668)  0.0041
C (-1.29607, 3.03285, -1.32240)  0.0148
H (1.75736, 2.48708, -1.87501)  0.0003
H (1.36130, 4.11734, -1.22268)  0.0049
H (-0.19186, 4.36257, 1.17074)  0.0044
H (0.61408, 3.00027, 2.02577)  -0.0001
H (2.36459, 2.95859, -0.26727)  0.0003
H (-1.15686, 2.97919, 1.79729)  -0.0009
C (-0.36398, 0.17350, 1.81356)  0.1407
O (-0.39996, 0.03676, 3.15043)  0.0356
Br (0.95338, -1.22498, 1.27971)  0.1472

Atoms 1-3, force components in eV/Å:
I 0.219 -0.313 -0.096
I 2.090 1.453 -0.921
Fe -1.534 -0.873 -1.232